Entry 1:
A molecular structure, C44H47BrClN8O4S4Sm. Source: OMol25; level of theory: the ωB97M-V functional and the def2-TZVPD basis.

Properties
Energy: -7728.95136 hartree
F_max: 1.7 eV Å⁻¹
E_LUMO (alpha / beta): -0.5 / -0.5 eV
Molar mass: 1145.9 g/mol
Orbital gap (alpha / beta): 0.2575 / 0.2587 Eh

ORCA input file:
```
! RIJCOSX wB97M-V def2-TZVPD def2/J DEFGRID3
* xyz 0 6
Sm -0.85388 1.20826 -0.65120
N -1.85298 4.72456 -3.13340
C -1.46888 3.44416 -2.96110
S 0.19692 3.08696 -2.83510
N -2.40598 2.51396 -3.09270
N -2.00848 1.28866 -2.79010
C -2.51208 0.23966 -3.36730
C -1.73578 -0.96574 -3.27730
C -2.09458 -2.12054 -3.99320
C -1.19408 -3.15734 -4.09920
C 0.06572 -3.00584 -3.52970
C 0.33172 -1.84764 -2.81670
N -0.54258 -0.86964 -2.64200
H -1.14788 5.41796 -2.94660
H -2.80378 4.93906 -2.86920
H -3.32978 0.29686 -4.08490
H -3.05608 -2.17164 -4.47940
H -1.44288 -4.05654 -4.64470
H 0.82092 -3.76734 -3.63750
H 1.31242 -1.69114 -2.38300
Br 0.41612 2.15296 1.59080
O -2.16288 -0.75724 -0.15770
S -3.25108 -1.70184 -0.53650
C -2.91858 -3.30814 0.38430
C -2.98278 -3.18094 1.86540
C -1.93718 -2.60084 2.57640
C -2.03298 -2.44784 3.94800
C -3.17218 -2.85414 4.62130
C -4.21518 -3.43314 3.91880
C -4.11988 -3.60194 2.55060
C -4.73278 -1.21414 0.44050
C -5.26118 0.10506 -0.03110
C -5.19508 0.46356 -1.37060
C -5.65338 1.69756 -1.79310
C -6.20568 2.58076 -0.88270
C -6.31188 2.21586 0.44810
C -5.83718 0.98836 0.87270
H -1.93558 -3.62934 0.04130
H -3.67358 -3.98804 -0.00960
H -1.05918 -2.24464 2.05480
H -1.22298 -1.98704 4.48980
H -3.25088 -2.71284 5.68910
H -5.11168 -3.74224 4.43420
H -4.93398 -4.05974 2.00380
H -4.42168 -1.14284 1.48420
H -5.46518 -2.01424 0.31530
H -4.78508 -0.23484 -2.08790
H -5.57318 1.97216 -2.83360
H -6.53168 3.55506 -1.20880
H -6.76608 2.88816 1.16180
H -5.90518 0.71426 1.91490
C 5.48462 -4.42384 0.47500
C 5.42082 -3.13184 -0.35680
C 4.32812 -3.27384 -1.41940
C 6.77432 -2.99594 -1.07590
C 5.17592 -1.89544 0.58600
O 6.23362 -1.80794 1.52790
C 5.05042 -0.58154 -0.21990
C 5.34912 0.68256 0.60470
C 5.04512 1.88666 -0.24570
C 3.80862 2.51806 -0.19520
C 3.49342 3.54646 -1.06450
C 4.44022 3.97346 -1.97970
Cl 4.05482 5.24626 -3.07840
C 5.69742 3.39206 -2.01850
C 5.98502 2.34816 -1.15920
C 3.94812 -2.07464 1.53310
N 2.65642 -1.78974 0.98480
C 2.07142 -0.60684 0.77810
N 0.89362 -0.77214 0.19350
C 0.79952 -2.11944 0.08620
N 1.84282 -2.75694 0.54870
H 5.94912 -5.21554 -0.11000
H 4.49292 -4.76364 0.76270
H 6.08162 -4.26894 1.37210
H 4.56152 -4.13324 -2.04320
H 4.27052 -2.39394 -2.05340
H 3.35872 -3.44614 -0.96470
H 6.92262 -3.86614 -1.70970
H 7.60312 -2.96624 -0.37130
H 6.81782 -2.12054 -1.71880
H 7.04352 -1.59424 1.05490
H 4.04492 -0.49414 -0.63740
H 5.74152 -0.59914 -1.06360
H 6.40022 0.69366 0.89790
H 4.75842 0.69436 1.52060
H 3.06742 2.23196 0.53350
H 2.51162 3.99386 -1.03690
H 6.43482 3.74476 -2.72240
H 6.95922 1.88356 -1.20560
H 4.13092 -1.41724 2.38590
H 3.93242 -3.09964 1.89850
H 2.48202 0.32676 1.09910
H -0.04328 -2.62324 -0.33770
O -3.78608 3.93206 -0.77170
S -2.77488 3.45086 0.12010
O -1.42628 3.54016 -0.42770
N -2.93978 1.89556 0.59970
C -2.94548 1.83346 1.93850
S -3.09318 0.45536 2.83350
C -2.84608 3.13166 2.61790
C -2.74438 3.35196 3.98180
C -2.66968 4.65936 4.43110
C -2.69458 5.72486 3.54080
C -2.75418 5.50086 2.16920
C -2.82078 4.19896 1.73400
H -2.69578 2.50516 4.64800
H -2.57048 4.85236 5.48880
H -2.64678 6.73686 3.91580
H -2.73568 6.31586 1.46440
*
```

=====

Entry 2:
A molecular structure, C44H47Cl5CoF3NO2P2Si. Source: OMol25; level of theory: the ωB97M-V functional and the def2-TZVPD basis.

Properties
Energy: -6865.74111 hartree
F_max: 0.5 eV Å⁻¹
E_LUMO (alpha / beta): 4.3 / 4.2 eV
Molar mass: 1005.1 g/mol
Energy relative to the best compared isomer or geometry (same formula, charge and spin): 0.0 kcal/mol
Orbital gap (alpha / beta): 0.2145 / 0.2194 Eh

ORCA input file:
```
! RIJCOSX wB97M-V def2-TZVPD def2/J DEFGRID3
* xyz -2 4
Co 0.35458 -0.51508 -0.17584
C -4.04393 -0.95809 1.66808
C -3.64050 -0.74725 0.21296
C -3.53526 0.73339 -0.12494
P -2.04006 -1.57988 -0.28683
C -2.52670 -3.34927 0.08077
C -2.03964 -4.41798 -0.89428
C -2.08731 -3.71547 1.50053
C -2.26879 -1.36431 -2.07766
C -3.39811 -1.88726 -2.69912
C -3.77291 -1.54576 -3.98616
C -3.01195 -0.57380 -4.63480
C -1.88282 -0.04844 -4.04995
C -1.40168 -0.48137 -2.78164
N -0.24764 -0.02051 -2.22140
C 0.74049 0.53100 -3.03202
C 1.02059 0.07739 -4.33526
C 2.00750 0.64444 -5.11386
C 2.76820 1.70355 -4.63501
C 2.53128 2.14810 -3.34514
C 1.56409 1.56939 -2.53327
P 1.20665 2.06785 -0.82373
C 0.19382 3.59635 -1.22779
C 0.07256 4.63242 -0.11472
C -1.19406 3.14873 -1.67812
C 2.66227 2.85655 0.03641
C 3.47368 3.93466 -0.68286
C 3.60563 1.86993 0.71903
H -4.89222 -0.31345 1.91529
H -3.23940 -0.70078 2.35530
H -4.34222 -1.98949 1.86241
H -4.41095 -1.19391 -0.42872
H -2.73365 1.19760 0.45086
H -4.46766 1.24936 0.12373
H -3.32329 0.88780 -1.18400
H -3.62501 -3.34306 0.04567
H -0.99064 -4.65012 -0.72264
H -2.14611 -4.12169 -1.93630
H -2.61312 -5.33673 -0.73357
H -1.00386 -3.82809 1.53391
H -2.53700 -4.66686 1.80202
H -2.35865 -2.96138 2.23936
H -4.01776 -2.58724 -2.14627
H -4.64496 -1.98804 -4.45106
H -3.31233 -0.21116 -5.61284
H -1.33142 0.71706 -4.57771
H 0.46181 -0.75568 -4.72805
H 2.19592 0.23752 -6.10162
H 3.54299 2.15777 -5.24049
H 3.12123 2.97049 -2.96253
H 0.69741 4.06648 -2.08346
H -0.36663 4.20146 0.78593
H -0.57814 5.44635 -0.45064
H 1.03372 5.07105 0.15645
H -1.72227 2.67371 -0.84948
H -1.14699 2.42218 -2.48968
H -1.78395 4.00857 -2.01164
H 2.10222 3.35562 0.83951
H 4.17272 3.48400 -1.38754
H 4.07107 4.48955 0.04809
H 2.85188 4.65251 -1.22268
H 4.29539 1.43020 -0.00065
H 3.07752 1.05374 1.20656
H 4.19337 2.39959 1.47574
Cl 1.30290 -2.21669 1.78284
C 1.47658 -3.25482 0.38627
C 0.89206 -2.79154 -0.77573
C 1.13868 -3.60887 -1.87441
Cl 0.41286 -3.23319 -3.42537
C 1.89147 -4.77760 -1.81975
Cl 2.16171 -5.74290 -3.23465
C 2.42082 -5.19672 -0.60396
Cl 3.33414 -6.66209 -0.49829
C 2.20988 -4.42118 0.52800
Cl 2.85998 -4.90682 2.05321
C 3.23636 1.17620 5.36189
C 2.56071 -0.01714 5.16080
C 1.56866 -0.10358 4.19491
C 1.20493 0.98582 3.40036
C 1.89915 2.17765 3.63395
C 2.89902 2.27789 4.58947
Si -0.18078 0.91852 2.05393
C -1.70717 0.99829 3.24494
C -2.69863 1.96169 3.03354
C -3.83642 2.03768 3.82210
C -4.02058 1.14250 4.86703
C -3.04676 0.18405 5.11007
C -1.91407 0.12044 4.31155
H 4.02117 1.24505 6.10661
H 2.81678 -0.89280 5.74640
H 1.07716 -1.05817 4.05890
H 1.64592 3.05472 3.04814
H 3.41759 3.22032 4.72964
H -0.17915 2.40129 1.76443
H -2.57349 2.68038 2.23044
H -4.58214 2.79934 3.62023
H -4.90886 1.19496 5.48612
H -3.17017 -0.52083 5.92522
H -1.17633 -0.64204 4.52656
F 3.48657 -1.44562 -3.11046
C 4.30919 -1.24310 -2.07432
F 4.97702 -0.08044 -2.32426
F 5.23741 -2.22361 -2.11396
C 3.56875 -1.16043 -0.69414
O 4.13323 -1.69597 0.25017
O 2.49484 -0.51487 -0.76106
*
```